[1]
Computed, not measured: a structure of composition C19H28AlIN3O3S, with wB97M-V/def2-TZVPD.

Summary:
- <S²>: 0.755
- Frontier orbital gap (spin up / spin down): 6.94 / 6.77 eV
- Multiplicity: 2

Geometry (Å):
1 Al -0.2772 -0.2728 -0.8395
2 O 0.6838 0.1309 0.6289
3 N 1.9975 0.1744 0.8961
4 C 2.7233 -0.9450 0.6536
5 C 4.0616 -0.9795 0.8974
6 C 4.6643 0.1745 1.4275
7 C 3.9030 1.2725 1.7063
8 C 2.5014 1.3111 1.4714
9 S 1.5313 2.6327 1.8734
10 H 2.1634 -1.7913 0.2798
11 H 4.6071 -1.8896 0.6968
12 H 5.7268 0.1904 1.6318
13 H 4.3358 2.1645 2.1340
14 C 0.5383 3.1376 -1.7881
15 C -0.2738 2.0954 -2.5391
16 C 0.5501 1.4374 -3.6384
17 O -0.7993 1.1408 -1.6496
18 H 0.8930 3.9176 -2.4649
19 H 1.4010 2.6759 -1.3009
20 H -0.0590 3.6016 -1.0024
21 H -1.1279 2.5978 -3.0122
22 H 1.4473 0.9795 -3.2144
23 H 0.8647 2.1688 -4.3853
24 H -0.0270 0.6576 -4.1366
25 C -1.1918 0.2993 3.0970
26 N -2.2933 1.1587 2.5702
27 C -2.0620 2.5812 2.9382
28 C -2.4976 1.0214 1.0739
29 C -2.7891 -0.4074 0.7066
30 C -3.9669 -0.9794 1.1857
31 C -4.2395 -2.3182 0.9553
32 C -3.3290 -3.0777 0.2328
33 C -2.1755 -2.4888 -0.2684
34 C -1.8705 -1.1402 -0.0542
35 H -1.2260 0.3396 4.1838
36 H -0.2547 0.7030 2.7215
37 H -1.3380 -0.7163 2.7409
38 H -3.1607 0.8399 3.0010
39 H -1.1185 2.8838 2.4852
40 H -1.9941 2.6618 4.0204
41 H -2.8860 3.1832 2.5630
42 H -1.5991 1.4137 0.5983
43 H -3.3318 1.6840 0.8351
44 H -4.6907 -0.3753 1.7301
45 H -5.1533 -2.7619 1.3285
46 H -3.5225 -4.1275 0.0524
47 H -1.4827 -3.1056 -0.8313
48 N 2.7268 -1.6284 -2.7316
49 C 1.4767 -2.1107 -2.5013
50 O 0.6730 -1.3465 -1.8475
51 C 1.1034 -3.3792 -2.9273
52 I 1.8772 -4.6457 -0.5823
53 H 3.0318 -0.8549 -2.1638
54 H 3.4361 -2.2889 -3.0011
55 H 1.7543 -3.9451 -3.5738
56 H 0.0644 -3.6549 -2.8633

Atom charges from the Mulliken analysis, given in e for atoms 1 to 5: number 1, Al, carries -0.516; number 2, O, carries 0.460; number 3, N, carries 0.075; number 4, C, carries -0.548; number 5, C, carries -1.049

[2]
Computed, not measured: a structure of composition C19H28AsBr2CaNO2S in a non-equilibrium geometry, with wB97M-V/def2-TZVPD.

Summary:
- Frontier orbital gap: 6.86 eV

Geometry (Å):
1 Ca 0.6991 -0.3286 0.6878
2 Br -2.4136 -4.6756 1.2240
3 C -1.5606 -3.4844 2.4823
4 C -1.7929 -3.8087 3.8119
5 C -1.2380 -3.0338 4.8113
6 Br -1.6483 -3.6068 6.5937
7 C -0.4340 -1.9111 4.5187
8 C 0.1217 -1.1350 5.5722
9 C 0.9155 -0.0263 5.3398
10 C 1.1474 0.2975 4.0370
11 N 0.6439 -0.4057 3.0117
12 C -0.1680 -1.5395 3.1629
13 C -0.7658 -2.3743 2.0612
14 O -0.6231 -2.1752 0.7830
15 H -2.4084 -4.6684 4.0561
16 H -0.0601 -1.3888 6.6121
17 H 1.3326 0.5561 6.1498
18 H 1.7565 1.1481 3.7538
19 O -0.6171 1.5096 0.6878
20 S -0.2737 2.8943 1.1538
21 C -1.6700 3.9829 0.6916
22 C -1.3450 4.5636 -0.6716
23 C 0.1363 4.8924 -0.6213
24 C 0.8182 3.6327 -0.1192
25 H -1.7276 4.7704 1.4497
26 H -2.6028 3.4134 0.6956
27 H -1.9515 5.4496 -0.8828
28 H -1.5416 3.8260 -1.4592
29 H 0.3134 5.7229 0.0733
30 H 0.5215 5.1907 -1.6011
31 H 1.7972 3.8380 0.3210
32 H 0.9340 2.9012 -0.9253
33 C -0.5591 1.3510 -4.2378
34 C 0.6764 0.4807 -4.0543
35 As 0.6991 -0.3286 -2.2454
36 C 2.2198 -1.5462 -2.6057
37 C 2.4185 -2.5120 -1.4476
38 C -0.8276 -1.6066 -2.4061
39 C -0.8514 -2.4471 -3.6785
40 H -0.5388 1.8164 -5.2446
41 H -0.5753 2.1531 -3.4712
42 H -1.4786 0.7390 -4.1468
43 H 1.5838 1.1120 -4.1620
44 H 0.7114 -0.3021 -4.8360
45 H 3.1358 -0.9295 -2.7233
46 H 2.0628 -2.1073 -3.5477
47 H 2.6050 -1.9467 -0.5100
48 H 3.2929 -3.1647 -1.6524
49 H 1.5200 -3.1496 -1.3180
50 H -1.7691 -1.0194 -2.3524
51 H -0.7993 -2.2841 -1.5271
52 H -0.9419 -1.8055 -4.5765
53 H -1.7356 -3.1193 -3.6525
54 H 0.0514 -3.0815 -3.7539
55 H 2.8048 -0.3286 0.6878

Atom charges from the Mulliken analysis, given in e for atoms 1 to 5: number 1, Ca, carries 0.672; number 2, Br, carries -0.210; number 3, C, carries -0.234; number 4, C, carries -0.455; number 5, C, carries -0.261

[3]
Computed, not measured: a structure of composition C19H28BiBrO2 in a non-equilibrium geometry, with wB97M-V/def2-TZVPD.

Summary:
- Frontier orbital gap (spin up / spin down): 6.52 / 6.52 eV

Geometry (Å):
1 O 0.0582 -0.2039 -2.6312
2 C 1.0642 -0.4072 -3.6954
3 C 0.2852 0.4433 -4.6861
4 H 1.1357 -1.4715 -3.9519
5 H 2.0337 0.0152 -3.3963
6 C -0.6973 0.6881 -3.5230
7 H -0.1750 -0.1557 -5.4744
8 H 0.8069 1.3349 -5.0526
9 C -2.0701 0.1740 -3.8738
10 H -2.0279 -0.8785 -4.1737
11 H -2.4519 0.7715 -4.7159
12 H -2.7713 0.2606 -3.0387
13 C -0.7110 2.1076 -3.0179
14 H 0.3011 2.4773 -2.8371
15 H -1.2842 2.1844 -2.0881
16 H -1.1966 2.7482 -3.7706
17 Bi 0.5787 -1.1442 -0.1705
18 C 1.0601 1.7249 1.5868
19 C 1.9777 0.6444 1.4951
20 C 2.5170 0.6464 0.1431
21 H 2.3406 0.0225 2.3162
22 C 1.8972 1.7359 -0.5596
23 C 1.0369 2.4049 0.3435
24 H 0.5059 3.3332 0.1403
25 H 0.5063 2.0233 2.4798
26 H 3.3869 0.0734 -0.1953
27 H 2.1519 2.0668 -1.5668
28 C -1.7525 -0.4816 1.8984
29 C -2.2199 0.6839 1.2666
30 C -2.6254 0.3589 -0.0589
31 H -2.3067 1.6710 1.7198
32 C -2.3625 -1.0193 -0.2819
33 C -1.8090 -1.5618 0.9445
34 H -1.6718 -2.6242 1.1654
35 H -1.4856 -0.5825 2.9533
36 H -3.1308 1.0294 -0.7481
37 H -2.6459 -1.5955 -1.1625
38 O 0.7726 -1.2837 -7.0847
39 C 0.1579 -0.4001 -8.0449
40 C 0.4602 -0.8974 -9.4737
41 H 0.5425 0.6190 -7.8871
42 H -0.9202 -0.3870 -7.8542
43 C 1.5358 -1.9925 -9.2881
44 H 0.7901 -0.0844 -10.1225
45 H -0.4524 -1.3368 -9.8930
46 C 1.4028 -2.3779 -7.7959
47 H 2.5355 -1.5755 -9.4907
48 H 1.3831 -2.8545 -9.9467
49 H 2.3705 -2.5901 -7.3182
50 H 0.7631 -3.2815 -7.7099
51 Br 1.7657 -3.4415 0.1690

Atom charges from the Mulliken analysis, given in e for atoms 1 to 5: number 1, O, carries -0.354; number 2, C, carries -0.619; number 3, C, carries -0.476; number 4, H, carries 0.254; number 5, H, carries 0.274

[4]
Computed, not measured: a structure of composition C19H28BrO2Ru in a non-equilibrium geometry, with wB97M-V/def2-TZVPD.

Summary:
- <S²>: 8.776
- Frontier orbital gap (spin up / spin down): 6.71 / 6.88 eV
- Multiplicity: 6

Geometry (Å):
1 O 1.3425 0.7383 -0.3022
2 C 2.7678 0.3838 0.2823
3 C 3.4138 0.6400 -1.0399
4 H 2.9753 -0.6691 0.6104
5 H 3.0391 1.1396 1.0522
6 C 2.0907 1.3432 -1.4092
7 H 3.5722 -0.3064 -1.5838
8 H 4.3003 1.2588 -1.0029
9 C 1.7590 0.9508 -2.8351
10 H 1.7275 -0.1390 -2.9592
11 H 2.5947 1.3397 -3.4461
12 H 0.8495 1.4624 -3.1760
13 C 2.0386 2.8632 -1.1281
14 H 2.2351 3.0730 -0.0548
15 H 1.0032 3.2229 -1.3198
16 H 2.7500 3.4134 -1.7679
17 Ru -2.0274 0.1588 0.8709
18 C -2.8515 1.1874 2.5642
19 C -2.6024 -0.0818 3.1845
20 C -1.1989 -0.3045 3.1534
21 H -3.3376 -0.7466 3.6047
22 C -0.5600 0.8200 2.5689
23 C -1.5737 1.7439 2.1635
24 H -1.4371 2.7400 1.8041
25 H -3.7669 1.7640 2.5125
26 H -0.6939 -1.1574 3.5682
27 H 0.5033 0.9941 2.4823
28 C -4.0562 0.5206 -0.4451
29 C -3.3425 1.7332 -0.2662
30 C -1.9781 1.5401 -0.7301
31 H -3.7880 2.6842 0.0386
32 C -1.9103 0.1810 -1.2487
33 C -3.1842 -0.4576 -1.0179
34 H -3.4392 -1.4867 -1.2441
35 H -5.1116 0.3503 -0.2162
36 H -1.1895 2.2900 -0.8589
37 H -1.1382 -0.2134 -1.9041
38 O 1.5133 -2.3801 -1.5880
39 C 0.4193 -1.6884 -0.9832
40 C 0.6466 -1.6516 0.5521
41 H -0.5492 -2.2293 -1.1127
42 H 0.4058 -0.7488 -1.5418
43 C 1.2119 -3.0706 0.7717
44 H -0.2888 -1.4812 1.0835
45 H 1.3041 -0.9172 0.9886
46 C 1.7624 -3.4322 -0.6299
47 H 0.3428 -3.7156 1.0314
48 H 1.9997 -3.1706 1.5451
49 H 1.2358 -4.3251 -0.9838
50 H 2.8329 -3.6051 -0.6858
51 Br -2.6123 -2.5583 1.0487

Atom charges from the Mulliken analysis, given in e for atoms 1 to 5: number 1, O, carries 0.032; number 2, C, carries -0.673; number 3, C, carries -0.911; number 4, H, carries 0.382; number 5, H, carries 0.446

So what do the calculations give for calculated total energy? Going down the list: -56305.4774 -255939.7459 -100131.0728 -96869.0296 eV.
So what do the calculations give for ΔE to the lowest compared entry with this formula, charge and spin? Going down the list: 0.178 0.000 0.000 1.559 eV.